Formula: C37H40As2N4O3RhS2
Source: OMol25
Level of theory: wB97M-V/def2-TZVPD

Atoms and positions in Å:
H  1.793  1.526  -0.175
H  -0.647  1.734  5.272
C  -4.364  3.044  -1.404
H  -4.668  1.620  3.822
H  3.023  -0.326  -0.723
C  -2.435  1.794  -0.678
C  2.241  -2.305  2.830
C  -0.445  3.738  1.087
Rh  0.167  -0.963  0.427
H  5.070  -2.747  5.365
H  2.080  -2.036  5.407
H  -0.134  1.730  -5.871
C  0.210  -5.142  -0.659
H  -3.713  -2.383  -2.129
N  -1.784  1.082  2.215
H  1.380  1.989  4.400
H  -5.268  3.582  -1.151
N  1.338  -1.447  3.226
C  -2.796  2.259  -3.031
C  1.688  4.789  0.731
H  -2.041  0.466  -6.823
H  -2.457  2.158  -4.054
C  -1.345  1.614  4.459
H  -0.032  5.788  1.545
O  0.021  -3.037  -2.034
C  0.072  2.539  0.603
H  2.315  5.669  0.779
H  2.742  -3.615  5.780
H  2.406  0.617  3.946
C  -1.488  -1.399  -4.050
C  4.555  -0.608  -2.200
H  -1.117  1.212  -2.267
H  -2.893  -1.542  -5.663
C  -2.070  -0.979  -5.241
C  3.254  -0.673  -1.722
H  0.003  -5.634  0.291
H  4.400  -1.158  4.979
H  1.271  -4.933  -0.762
H  -1.841  -2.293  -3.552
H  -0.175  -5.736  -1.487
C  -3.104  1.183  2.448
C  -0.521  0.860  -5.358
H  -1.483  3.807  1.397
C  -4.066  -1.468  -1.670
S  -0.687  -3.599  -0.641
H  -3.743  0.949  1.613
C  2.907  -2.708  5.198
C  0.436  0.532  3.159
H  3.226  3.545  -0.100
C  -3.601  1.547  3.671
C  2.250  -1.215  -2.517
O  -2.081  -3.933  -0.951
H  1.771  -2.124  -4.408
As  -1.035  0.954  0.413
H  5.873  -1.061  -3.829
H  5.335  -0.185  -1.580
H  -3.557  -2.086  0.270
C  2.199  3.599  0.237
N  2.835  -3.058  3.782
H  4.259  -1.807  6.619
C  -1.591  0.147  -5.892
S  2.909  -2.608  1.259
C  4.856  -1.103  -3.461
H  -4.493  -0.706  -2.313
H  4.091  -2.048  -5.231
C  0.367  4.858  1.162
C  2.551  -1.703  -3.785
C  -3.981  -1.313  -0.359
H  -3.940  2.678  0.626
As  0.428  -1.276  -1.892
C  -2.688  1.835  4.679
C  3.856  -1.656  -4.251
C  -2.039  1.713  -2.008
C  -3.601  2.494  -0.381
C  4.239  -2.067  5.560
H  3.456  -3.779  3.448
H  -3.026  2.177  5.648
C  0.064  0.442  -4.174
N  0.609  -0.579  2.472
C  1.393  2.468  0.180
C  1.402  0.910  4.242
C  -0.425  -0.686  -3.517
H  1.186  0.403  5.187
H  -4.360  -0.416  0.123
H  -4.587  3.342  -3.516
C  -3.978  2.917  -2.729
O  1.748  -2.303  0.239
H  0.916  0.983  -3.776
C  -0.892  1.147  3.222

Values from the calculation:
Net charge ... +1
Spin multiplicity ... 1
HOMO energy (spin up / spin down) ... -9.866 / -9.867 eV

Formula: C37H40BN6PS6Y
Source: OMol25
Level of theory: wB97M-V/def2-TZVPD

Atoms and positions in Å:
C  -0.538  0.620  5.234
H  -7.852  1.047  1.635
C  5.673  3.189  -0.551
H  3.165  4.183  0.908
H  4.589  0.425  -1.500
H  2.657  0.311  -4.457
H  1.955  2.105  4.078
C  -4.777  1.018  3.018
C  -1.492  -3.151  1.070
H  0.382  -5.604  0.087
H  2.133  -1.770  0.498
C  0.331  -1.311  -6.298
H  1.000  4.801  -2.134
C  3.521  -4.975  -2.423
H  6.060  2.762  0.378
H  2.200  2.695  0.851
C  -6.017  0.988  0.547
C  0.287  -4.222  1.811
C  -4.612  0.966  0.579
C  -0.729  -1.254  -5.414
H  3.803  2.667  1.598
C  0.642  -0.070  -3.859
C  4.110  0.873  -0.627
S  0.927  0.012  1.705
C  -4.022  0.988  1.852
H  0.674  2.900  -3.389
C  -0.608  -0.643  -4.155
H  0.475  2.956  4.585
H  -2.932  3.191  1.481
H  2.397  -0.810  -6.662
H  -2.959  -4.814  -0.703
C  1.710  -0.128  -4.747
C  -6.770  1.035  1.705
C  -0.486  4.529  0.877
H  -0.420  -2.716  -2.803
H  -1.826  -2.882  3.951
H  -0.710  5.070  1.787
N  -0.521  -1.078  3.801
N  4.283  -5.760  -2.783
C  -0.977  3.235  0.717
S  -2.258  0.985  1.989
P  3.927  2.678  -0.859
H  5.735  4.277  -0.494
H  -1.682  -1.700  -5.670
H  -4.264  1.005  3.973
C  -6.160  1.049  2.955
H  6.305  2.861  -1.378
C  1.380  -3.788  -2.667
H  -0.900  2.112  -3.069
C  -0.980  -0.638  5.024
S  -3.706  0.891  -0.909
C  -0.050  3.100  -1.385
C  -0.073  -4.813  0.654
S  0.899  0.753  -2.312
H  -0.685  1.300  6.053
H  3.126  0.418  -0.531
C  0.092  2.333  -2.664
H  -1.694  3.208  2.723
H  -6.752  1.065  3.861
H  -1.431  -5.221  -1.536
C  2.571  -3.997  -1.974
H  1.104  -4.434  2.476
H  -6.504  0.959  -0.419
B  -0.722  -2.637  3.526
C  1.565  -0.753  -5.973
S  -1.955  -0.618  -3.050
C  -1.966  -4.457  -0.976
C  0.479  -2.836  -2.215
S  -2.790  -2.055  0.792
H  0.745  2.533  2.871
C  -1.965  2.768  1.762
H  0.141  -3.191  4.169
C  2.818  -3.236  -0.837
N  0.197  0.959  4.120
H  0.647  6.112  -0.027
H  -2.073  -3.561  -1.584
H  0.199  -1.805  -7.254
H  4.695  0.637  0.266
N  -0.699  2.501  -0.369
Y  -1.088  -0.163  -0.431
C  3.213  3.100  0.785
N  -1.203  -4.158  0.220
C  0.659  -2.036  -1.062
N  -0.597  -3.192  2.080
C  0.450  4.390  -1.299
C  0.186  -0.085  3.247
H  -1.589  -1.273  5.641
C  0.884  2.212  3.902
C  0.251  5.110  -0.135
H  3.737  -3.385  -0.281
C  1.883  -2.300  -0.412
H  1.172  -4.361  -3.564

Values from the calculation:
Net charge ... -1
Energy relative to the best compared isomer or geometry (same formula, charge and spin) ... 0.0 kcal per mole
Spin multiplicity ... 1
HOMO energy ... -4.604 eV

no.,E_tot (Ha)
1,-7256.815792
2,-4556.458066